Entry 1:
Density functional theory data (ωB97M-V with the def2-TZVPD basis set) for a 2-piece molecular cluster, C5H14N2 overall.

Last column: natural (NBO) charge in e.
Atoms and positions in Å:
C  3.928  -0.148  -0.287  -0.452
C  0.070  0.691  -0.974  -0.610
C  -0.161  0.028  0.328  -0.393
C  -1.365  -0.788  0.302  -0.284
N  -2.404  0.151  0.010  -0.317
C  -3.769  -0.130  0.417  -0.472
N  2.716  0.357  0.245  -0.577
H  3.850  -0.594  0.731  0.297
H  3.784  -0.784  -1.225  0.203
H  -0.632  1.664  -0.953  0.230
H  -0.096  0.118  -1.822  0.203
H  -0.335  0.745  1.167  0.202
H  0.700  -0.666  0.632  0.229
H  -1.456  -1.450  1.168  0.182
H  -1.190  -1.551  -0.501  0.200
H  1.106  0.995  -0.965  0.233
H  -4.314  0.966  0.370  0.200
H  -3.892  -0.648  1.426  0.192
H  -4.325  -0.655  -0.363  0.218
H  4.835  0.442  -0.404  0.188
H  2.947  1.256  0.699  0.330

Calculated values
strongest force on any atom: 4.5 eV/Å
HOMO level: -5.80 eV
energy above the lowest of the compared OMol25 structures with the same formula, charge and spin: 9.736 eV



Entry 2:
Density functional theory data (ωB97M-V with the def2-TZVPD basis set) for one molecule with the formula C5H14N2.

Last column: natural (NBO) charge in e.
Atoms and positions in Å:
C  0.794  -0.123  0.168  0.280
C  -1.675  -0.718  0.131  -0.224
C  1.049  1.201  -0.582  -0.640
C  2.084  -1.070  -0.012  -0.608
C  -2.441  0.500  -0.391  -0.626
N  -0.279  -0.901  -0.406  -0.645
N  0.563  0.087  1.573  -0.856
H  -0.281  -0.785  -1.412  0.351
H  0.016  0.918  1.760  0.360
H  1.420  0.097  2.109  0.373
H  -1.629  -0.704  1.220  0.213
H  -2.211  -1.628  -0.156  0.190
H  1.234  1.016  -1.638  0.203
H  1.925  1.699  -0.169  0.207
H  0.202  1.877  -0.485  0.202
H  1.995  -1.893  0.690  0.218
H  2.995  -0.516  0.204  0.190
H  2.151  -1.460  -1.023  0.211
H  -2.422  0.520  -1.481  0.199
H  -2.008  1.429  -0.026  0.193
H  -3.481  0.454  -0.072  0.211

Calculated values
strongest force on any atom: 2.2 eV/Å
SMILES: CCNC(C)(C)N
HOMO level: -8.31 eV
energy above the lowest of the compared OMol25 structures with the same formula, charge and spin: 0.546 eV



Entry 3:
Density functional theory data (ωB97M-V with the def2-TZVPD basis set) for one molecule with the formula C5H14N2O.

Last column: natural (NBO) charge in e.
Atoms and positions in Å:
C  1.224  -0.392  -0.752  -0.629
C  0.591  0.318  0.433  -0.059
C  0.279  1.812  0.041  0.096
C  -1.135  1.949  -0.619  -0.657
O  1.238  2.169  -0.957  -0.739
N  -0.717  -0.358  0.843  -0.639
C  -0.500  -1.813  1.180  -0.076
N  -0.625  -2.776  0.108  -0.862
H  0.616  -0.136  -1.624  0.218
H  1.348  -1.476  -0.613  0.198
H  2.283  -0.073  -0.773  0.220
H  1.206  0.260  1.359  0.189
H  0.325  2.494  0.891  0.176
H  -1.940  1.432  -0.101  0.221
H  -1.551  2.940  -0.879  0.219
H  -1.061  1.528  -1.630  0.209
H  1.676  2.998  -0.742  0.478
H  -1.283  -0.381  -0.009  0.351
H  0.411  -1.823  1.791  0.170
H  -1.348  -1.926  1.869  0.188
H  -1.283  -3.518  0.326  0.368
H  0.247  -3.230  -0.143  0.362

Calculated values
strongest force on any atom: 2.4 eV/Å
SMILES: C[C@H](O)[C@H](C)NCN
HOMO level: -8.80 eV
energy above the lowest of the compared OMol25 structures with the same formula, charge and spin: 2.396 eV



Entry 4:
Density functional theory data (ωB97M-V with the def2-TZVPD basis set) for a 3-piece molecular cluster, C5H14N2O overall.

Last column: natural (NBO) charge in e.
Atoms and positions in Å:
C  0.626  0.237  0.633  0.308
C  -0.662  -0.916  -0.884  -0.014
C  -0.696  0.093  1.073  -0.195
C  1.088  1.554  0.097  -0.669
C  0.099  -0.473  -2.109  -0.652
N  1.589  -0.646  1.016  -0.805
N  -2.053  -0.975  -1.144  -0.826
O  -0.389  1.103  2.741  -1.053
H  -0.173  0.475  3.443  0.423
H  -0.303  -1.870  -0.495  0.171
H  1.353  -1.381  1.664  0.398
H  2.553  -0.417  0.841  0.399
H  -2.611  -1.281  -0.358  0.369
H  -2.427  -0.111  -1.517  0.363
H  -1.025  -0.821  1.547  0.209
H  -1.429  0.833  0.800  0.232
H  2.013  1.463  -0.477  0.207
H  1.259  2.200  0.960  0.273
H  0.323  2.014  -0.524  0.226
H  -0.130  -1.127  -2.958  0.220
H  -0.180  0.543  -2.403  0.201
H  1.175  -0.496  -1.945  0.214

Calculated values
strongest force on any atom: 1.7 eV/Å
HOMO level: -6.62 eV
energy above the lowest of the compared OMol25 structures with the same formula, charge and spin: 5.008 eV



Entry 5:
Density functional theory data (ωB97M-V with the def2-TZVPD basis set) for one molecule with the formula C5H14N2O.

Last column: natural (NBO) charge in e.
Atoms and positions in Å:
N  0.962  -0.323  -1.867  -0.856
C  0.104  -0.034  -0.744  -0.070
C  -0.156  -1.348  0.077  0.107
C  -1.627  -1.728  0.155  -0.631
O  0.610  -2.457  -0.393  -0.726
C  0.646  1.080  0.191  -0.223
N  -0.451  1.724  0.890  -0.631
C  -0.011  2.784  1.782  -0.409
H  1.652  -1.001  -1.578  0.384
H  1.299  0.512  -2.320  0.364
H  -0.900  0.305  -1.035  0.166
H  0.230  -1.209  1.082  0.176
H  -1.787  -2.371  1.011  0.215
H  -2.247  -0.854  0.352  0.217
H  -1.944  -2.262  -0.724  0.202
H  0.232  -2.815  -1.202  0.469
H  1.242  0.607  0.974  0.184
H  1.279  1.747  -0.415  0.156
H  -1.150  2.075  0.248  0.352
H  0.795  3.397  1.345  0.162
H  -0.813  3.485  2.013  0.201
H  0.398  2.345  2.689  0.190

Calculated values
strongest force on any atom: 1.0 eV/Å
SMILES: CNC[C@@H](N)[C@@H](C)O
HOMO level: -8.93 eV
energy above the lowest of the compared OMol25 structures with the same formula, charge and spin: 1.903 eV



Entry 6:
Density functional theory data (ωB97M-V with the def2-TZVPD basis set) for a 3-piece molecular cluster, C5H14N2O overall.

Last column: natural (NBO) charge in e.
Atoms and positions in Å:
C  -0.551  0.771  1.606  0.265
C  -0.946  2.177  1.360  -0.715
N  0.671  0.408  1.898  -0.673
H  1.040  -0.577  1.293  0.472
H  1.365  1.147  1.880  0.377
H  -1.283  -0.026  1.596  0.227
H  -0.510  0.274  -0.358  0.143
H  -1.920  2.237  0.876  0.244
H  -0.202  2.659  0.703  0.252
H  -1.010  2.738  2.297  0.252
C  -0.516  -0.959  -2.159  -0.660
C  0.177  -0.067  -1.168  -0.016
N  -0.055  -2.373  0.603  -0.590
C  1.222  0.725  -1.498  -0.560
O  1.022  -1.533  0.180  -0.685
H  0.289  -2.885  1.415  0.324
H  -0.180  -3.075  -0.124  0.333
H  0.213  -1.567  -2.696  0.220
H  -1.231  -1.607  -1.649  0.212
H  -1.092  -0.367  -2.869  0.217
H  1.769  0.555  -2.415  0.192
H  1.727  1.345  -0.772  0.171

Calculated values
strongest force on any atom: 2.4 eV/Å
HOMO level: -6.92 eV
energy above the lowest of the compared OMol25 structures with the same formula, charge and spin: 6.452 eV



Entry 7:
Density functional theory data (ωB97M-V with the def2-TZVPD basis set) for C5H14N2O as an isolated structure.

Last column: natural (NBO) charge in e.
Atoms and positions in Å:
C  0.609  1.083  -0.556  0.330
C  1.381  1.989  0.387  -0.667
C  1.205  0.887  -1.939  -0.662
O  -0.692  1.150  -0.485  -0.628
H  -1.062  0.110  0.095  0.337
H  0.816  -0.205  0.023  0.178
H  0.624  0.154  -2.500  0.221
H  0.939  1.951  1.383  0.230
H  1.328  3.023  0.035  0.224
H  2.432  1.701  0.447  0.209
H  1.180  1.831  -2.493  0.223
H  2.244  0.558  -1.882  0.210
C  -1.062  -1.114  0.665  0.042
N  -1.854  -1.981  -0.190  -0.839
N  -1.633  -0.859  1.965  -0.832
C  0.359  -1.283  0.635  -0.471
H  -2.466  -0.286  1.902  0.360
H  -2.732  -1.540  -0.443  0.362
H  -1.370  -2.212  -1.050  0.359
H  -1.892  -1.735  2.412  0.358
H  0.878  -1.149  1.578  0.238
H  0.771  -2.072  0.012  0.218

Calculated values
strongest force on any atom: 1.2 eV/Å
HOMO level: -7.97 eV
energy above the lowest of the compared OMol25 structures with the same formula, charge and spin: 3.825 eV



Entry 8:
Density functional theory data (ωB97M-V with the def2-TZVPD basis set) for one molecule with the formula C5H14N2O.

Last column: natural (NBO) charge in e.
Atoms and positions in Å:
C  -0.345  0.162  -0.187  0.306
C  1.862  1.302  -0.184  0.096
C  -0.881  0.583  1.181  -0.663
C  -0.867  1.076  -1.291  -0.641
C  -1.126  -2.343  0.483  -0.418
N  1.024  -0.131  -0.240  -0.672
N  -0.900  -1.386  -0.579  -0.658
O  3.135  0.968  0.265  -0.712
H  3.438  0.249  -0.310  0.474
H  1.283  -0.608  0.622  0.359
H  -0.199  -1.756  -1.221  0.357
H  1.889  1.688  -1.204  0.156
H  1.437  2.046  0.489  0.162
H  -0.432  0.005  1.995  0.212
H  -0.688  1.642  1.382  0.215
H  -1.965  0.436  1.215  0.226
H  -1.950  0.944  -1.395  0.236
H  -0.696  2.134  -1.067  0.204
H  -0.403  0.848  -2.256  0.222
H  -1.461  -3.303  0.066  0.205
H  -0.229  -2.546  1.083  0.147
H  -1.925  -2.010  1.155  0.188

Calculated values
strongest force on any atom: 5.3 eV/Å
SMILES: CNC(C)(C)NCO
HOMO level: -8.08 eV
energy above the lowest of the compared OMol25 structures with the same formula, charge and spin: 2.832 eV



Entry 9:
Density functional theory data (ωB97M-V with the def2-TZVPD basis set) for C5H14N2O as an isolated structure.

Last column: natural (NBO) charge in e.
Atoms and positions in Å:
C  -0.182  0.440  0.280  0.163
C  0.197  -0.898  -0.174  -0.051
C  -0.287  1.689  -2.232  -0.229
C  0.587  1.278  1.267  -0.663
C  1.622  -1.368  -0.080  -0.633
N  -0.653  -1.162  1.096  -0.447
N  -2.043  -1.415  0.968  -0.654
O  0.603  1.061  -1.393  -0.804
H  -0.201  -1.220  2.005  0.379
H  -1.193  0.776  0.059  0.222
H  -0.362  -1.222  -1.047  0.236
H  -2.174  -2.331  0.548  0.348
H  -2.479  -1.392  1.885  0.363
H  -0.343  2.782  -2.062  0.132
H  -0.020  1.535  -3.293  0.156
H  -1.334  1.304  -2.122  0.113
H  0.019  1.430  2.185  0.208
H  1.563  0.874  1.532  0.212
H  0.758  2.243  0.793  0.264
H  2.166  -0.823  -0.850  0.265
H  1.679  -2.444  -0.247  0.215
H  2.077  -1.137  0.882  0.203

Calculated values
strongest force on any atom: 3.5 eV/Å
HOMO level: -7.32 eV
energy above the lowest of the compared OMol25 structures with the same formula, charge and spin: 5.839 eV



Entry 10:
Density functional theory data (ωB97M-V with the def2-TZVPD basis set) for a 2-piece molecular cluster, C5H14N2O overall.

Last column: natural (NBO) charge in e.
Atoms and positions in Å:
N  2.103  0.430  0.946  -0.628
C  1.848  1.839  1.229  -0.418
C  3.013  0.271  -0.184  -0.418
H  2.525  -0.005  1.776  0.351
H  1.295  2.270  0.378  0.191
H  2.769  2.424  1.383  0.166
H  1.222  1.922  2.134  0.202
H  3.960  0.824  -0.060  0.166
H  3.245  -0.798  -0.320  0.201
H  2.507  0.640  -1.093  0.191
O  -3.700  -0.996  -0.977  -0.629
C  -2.710  -0.657  -0.335  0.666
N  -1.452  -0.996  -0.733  -0.628
C  -2.784  0.156  0.940  -0.714
C  -1.237  -1.775  -1.937  -0.412
H  -0.653  -0.695  -0.171  0.406
H  -2.245  1.113  0.831  0.226
H  -3.842  0.373  1.166  0.241
H  -2.350  -0.398  1.788  0.227
H  -0.154  -1.935  -2.072  0.201
H  -1.628  -1.248  -2.823  0.206
H  -1.732  -2.758  -1.865  0.206

Calculated values
strongest force on any atom: 0.7 eV/Å
SMILES: CNC(C)=O.CNC
HOMO level: -9.35 eV
energy above the lowest of the compared OMol25 structures with the same formula, charge and spin: 1.240 eV



Entry 11:
Density functional theory data (ωB97M-V with the def2-TZVPD basis set) for one molecule with the formula C5H14N2O.

Last column: natural (NBO) charge in e.
Atoms and positions in Å:
C  0.428  -0.389  -0.607  -0.232
N  -0.250  -1.633  -0.209  -0.679
C  -1.047  -2.308  -1.186  0.108
O  -1.589  -3.491  -0.568  -0.733
C  -0.381  0.806  -0.100  -0.064
C  0.019  1.198  1.300  -0.407
C  1.421  1.802  1.418  -0.612
N  -0.330  1.970  -1.001  -0.842
H  1.446  -0.441  -0.230  0.198
H  0.570  -0.428  -1.696  0.178
H  0.288  -2.265  0.359  0.377
H  -1.929  -1.742  -1.486  0.161
H  -0.437  -2.710  -1.989  0.147
H  -1.862  -3.276  0.334  0.467
H  -1.411  0.465  -0.105  0.188
H  -0.602  1.882  1.856  0.214
H  0.077  0.319  1.952  0.207
H  1.481  2.854  1.143  0.197
H  1.696  1.688  2.464  0.212
H  2.186  1.247  0.878  0.198
H  0.042  1.702  -1.900  0.356
H  0.183  2.752  -0.626  0.359

Calculated values
strongest force on any atom: 2.1 eV/Å
SMILES: CC[C@@H](N)CNCO
HOMO level: -8.87 eV
energy above the lowest of the compared OMol25 structures with the same formula, charge and spin: 2.102 eV



Entry 12:
Density functional theory data (ωB97M-V with the def2-TZVPD basis set) for one molecule with the formula C5H14N2O.

Last column: natural (NBO) charge in e.
Atoms and positions in Å:
C  -0.615  2.364  -3.067  -0.610
C  -0.039  1.846  -1.718  -0.220
C  -0.828  0.767  0.368  0.102
N  -1.109  1.182  -0.975  -0.630
H  -0.951  1.530  -3.692  0.201
H  -1.540  3.050  -2.918  0.213
H  0.191  2.925  -3.527  0.209
H  0.902  1.242  -1.849  0.182
H  0.157  2.739  -1.085  0.187
H  -1.709  0.476  0.918  0.163
H  -0.395  1.633  0.937  0.149
H  -1.384  0.305  -1.473  0.352
C  0.165  -1.022  1.702  -0.068
O  0.139  -0.287  0.433  -0.576
C  1.179  -2.108  1.586  -0.239
N  0.962  -3.141  2.605  -0.845
H  0.301  -0.353  2.593  0.174
H  -0.821  -1.500  1.864  0.162
H  1.059  -2.505  0.577  0.182
H  2.221  -1.663  1.676  0.190
H  0.295  -3.826  2.193  0.355
H  1.821  -3.653  2.852  0.367

Calculated values
strongest force on any atom: 2.2 eV/Å
SMILES: CCNCOCCN
HOMO level: -9.19 eV
energy above the lowest of the compared OMol25 structures with the same formula, charge and spin: 2.302 eV